# 1
This record from OMol25 describes C24H21BCl5N6O2OsS4 as an isolated structure. The level of theory is ωB97M-V/def2-TZVPD.

Summary:
spin multiplicity: 5
energy relative to the best compared isomer or geometry (same formula, charge and spin): 0.651 eV
net charge: +1

Structure (XYZ):
```
64
Properties=species:S:1:pos:R:3:forces:R:3
Os 0.1436 -0.0181 -0.3572 0.1 -0.3 -0.1
O -0.8408 2.2113 4.6374 0.0 0.0 -0.2
C -1.8542 2.6359 3.8581 0.1 0.0 0.0
C -2.7336 3.5578 4.4230 0.0 0.0 0.0
C -3.7907 4.0531 3.6912 0.0 0.0 0.0
C -4.0048 3.6404 2.3755 0.0 0.0 0.0
C -3.1450 2.7238 1.8163 0.0 0.0 0.0
C -2.0607 2.2024 2.5370 0.0 0.0 -0.1
C -1.1984 1.2115 1.8788 -0.1 0.1 0.1
O -1.4968 0.8388 0.6676 -0.1 -0.1 0.2
N -0.1609 0.7256 2.5022 0.0 -0.1 -0.1
N 0.5090 -0.2475 1.7337 0.1 0.0 0.1
C 1.0515 -1.1491 2.5116 0.1 0.2 0.1
S 0.8071 -1.0097 4.2249 0.0 0.1 0.1
C 1.6320 -2.5656 4.6391 0.0 0.0 0.0
C 2.7519 -2.7599 3.6445 0.0 0.0 0.0
S 2.0477 -2.4746 1.9981 -0.1 0.0 -0.1
H -0.2548 1.6504 4.0977 0.0 -0.1 0.0
H -2.5545 3.8712 5.4424 0.0 0.0 0.0
H -4.4598 4.7710 4.1473 0.0 0.0 0.0
H -4.8327 4.0348 1.8035 0.0 0.0 0.0
H -3.2954 2.3790 0.8033 0.0 0.0 0.0
H 0.9066 -3.3770 4.5881 0.0 0.0 0.0
H 2.0051 -2.4782 5.6584 0.0 0.0 0.0
H 3.1485 -3.7741 3.6537 0.0 0.0 0.0
H 3.5611 -2.0485 3.8068 0.0 0.0 0.0
C -3.8664 -0.2315 -1.1518 0.0 0.0 -0.1
N -3.1403 -1.1886 -1.9850 0.0 0.0 0.2
C -3.6278 -2.4120 -2.3805 0.0 0.0 0.0
C -2.7074 -2.9506 -3.2164 0.0 0.0 0.0
N -1.6693 -2.0611 -3.3312 0.1 -0.1 0.0
B -0.4786 -2.2070 -4.3259 0.0 0.0 0.0
N 0.9450 -2.1553 -3.6126 -0.1 -0.1 -0.1
C 2.0322 -2.1740 -4.4538 0.0 0.0 0.0
C 3.1423 -2.3694 -3.7099 0.0 0.0 0.0
N 2.7303 -2.4559 -2.4033 0.1 0.0 0.0
C 3.6262 -2.8323 -1.3189 -0.1 0.0 -0.1
C 1.3857 -2.3085 -2.3652 0.0 0.0 0.1
S 0.4157 -2.3506 -0.8963 0.0 0.1 0.1
C -1.9414 -1.0121 -2.5626 0.0 0.1 -0.1
S -0.8960 0.3750 -2.3981 0.1 0.2 0.0
H -4.6374 -0.7760 -0.6142 0.0 0.0 0.0
H -4.3283 0.5267 -1.7820 0.0 0.0 0.0
H -3.1933 0.2433 -0.4446 0.0 0.0 0.0
H -4.5847 -2.7742 -2.0508 0.0 0.0 0.0
H -2.7084 -3.8818 -3.7527 0.0 0.0 0.0
H -0.5796 -3.2916 -4.8369 0.0 0.0 0.0
H -0.4971 -1.2999 -5.1161 0.0 0.0 0.0
H 1.9125 -2.0586 -5.5160 0.0 0.0 0.0
H 4.1776 -2.4590 -3.9864 0.0 0.0 0.0
H 4.4938 -2.1773 -1.3234 0.0 0.0 0.0
H 3.9405 -3.8655 -1.4584 0.0 0.0 0.0
H 3.1050 -2.7360 -0.3762 0.0 0.0 0.0
Cl 3.2510 0.0952 -0.1415 -0.1 0.1 0.0
C 2.5960 1.6642 -0.5084 0.0 0.0 -0.1
C 1.2059 1.8004 -0.5704 0.2 0.0 -0.2
C 0.7262 3.0807 -0.8796 0.0 0.0 0.2
Cl -0.9633 3.4118 -0.9172 0.0 -0.1 0.0
C 1.5926 4.1475 -1.1238 0.0 0.1 0.0
Cl 0.9802 5.7031 -1.4987 0.0 0.0 0.0
C 2.9735 3.9597 -1.0555 0.0 0.0 0.0
Cl 4.0419 5.2584 -1.3561 0.0 0.0 0.0
C 3.4850 2.7037 -0.7344 0.0 0.0 0.0
Cl 5.1793 2.4544 -0.6279 0.0 0.0 0.0
```
Positions in Å, forces in eV/Å.

In elementary charge units, the Löwdin charges are:
1. Os 1.25
2. O 0.07
3. C -0.25
4. C 0.00
5. C -0.06
6. C -0.08
7. C -0.04
8. C -0.08
9. C -0.42
10. O -0.28
11. N -0.02
12. N -0.26
13. C -0.88
14. S 1.04
15. C -0.49
16. C -0.48
17. S 0.91
18. H 0.05
19. H 0.12
20. H 0.11
21. H 0.11
22. H 0.09
23. H 0.09
24. H 0.09
25. H 0.09
26. H 0.09
27. C 0.01
28. N -0.09
29. C -0.01
30. C -0.02
31. N -0.02
32. B -0.40
33. N 0.01
34. C -0.03
35. C -0.01
36. N -0.11
37. C -0.06
38. C -0.63
39. S 0.62
40. C -0.68
41. S 0.71
42. H 0.10
43. H 0.11
44. H 0.05
45. H 0.13
46. H 0.13
47. H 0.09
48. H 0.08
49. H 0.13
50. H 0.14
51. H 0.08
52. H 0.11
53. H -0.02
54. Cl 0.73
55. C -0.67
56. C -0.37
57. C -0.69
58. Cl 0.74
59. C -0.70
60. Cl 0.72
61. C -0.69
62. Cl 0.74
63. C -0.71
64. Cl 0.71

---

# 2
This record from OMol25 describes one molecule with the formula C10H19NO4S in a non-equilibrium geometry. The level of theory is ωB97M-V/def2-TZVPD.

Summary:
spin multiplicity: 1
energy relative to the best compared isomer or geometry (same formula, charge and spin): 1.283 eV

Structure (XYZ):
```
35
Properties=species:S:1:pos:R:3:forces:R:3
C -4.5331 -2.0488 1.0742 -0.1 0.0 0.1
C -4.0087 -1.0189 0.4381 0.2 0.0 -0.2
C -2.7891 -1.0972 -0.4247 0.0 0.3 0.2
C -1.7420 -0.0548 -0.0173 0.4 -0.9 -0.2
N -2.2983 1.2848 -0.1060 0.2 0.6 0.4
S -1.2137 2.4400 0.3540 -0.6 0.3 -0.3
O -1.7225 3.7129 -0.0028 0.1 0.0 -0.3
O -0.8130 2.1618 1.6887 0.1 -0.2 0.1
O 0.0310 2.1439 -0.6273 -0.5 0.8 0.3
C 0.5793 0.8441 -0.3951 0.6 -1.2 0.0
C 1.9138 0.7309 -1.1336 -0.3 0.0 0.1
C 2.8426 -0.3177 -0.5204 -0.1 0.4 0.1
C 3.4833 0.1400 0.7890 0.0 -0.3 -0.1
C 4.3979 -0.9335 1.3673 -0.1 0.2 0.0
C -0.4688 -0.1673 -0.8907 0.0 0.1 0.5
O -0.7657 0.0792 -2.2445 -0.2 0.1 -0.3
H -5.4148 -1.9526 1.6838 -0.2 0.1 0.1
H -4.1069 -3.0367 1.0057 0.1 -0.2 0.0
H -4.4441 -0.0335 0.5214 -0.2 0.1 0.1
H -3.0579 -0.9151 -1.4694 0.1 0.0 -0.1
H -2.3423 -2.0902 -0.3584 0.0 0.0 -0.1
H -1.4669 -0.1851 1.0338 0.0 -0.2 -0.1
H -2.6828 1.4935 -1.0160 -0.1 0.2 -0.2
H 0.7168 0.7364 0.6857 0.1 -0.1 -0.2
H 2.3931 1.7104 -1.1072 0.0 0.0 0.0
H 1.7103 0.4824 -2.1775 0.0 0.1 0.0
H 2.2887 -1.2437 -0.3517 0.0 -0.2 0.0
H 3.6357 -0.5364 -1.2383 0.0 -0.1 0.0
H 2.7094 0.3842 1.5184 0.0 0.1 0.0
H 4.0616 1.0476 0.6051 -0.1 0.1 0.0
H 4.8523 -0.5892 2.2928 0.1 -0.1 0.1
H 5.1920 -1.1780 0.6652 0.1 -0.1 0.0
H 3.8365 -1.8410 1.5780 0.0 -0.1 0.0
H -0.0737 -1.1863 -0.8338 0.0 0.1 0.1
H -0.7002 1.0340 -2.3866 0.0 -0.1 -0.1
```
Positions in Å, forces in eV/Å.

In elementary charge units, the Löwdin charges are:
1. C 0.01
2. C -0.18
3. C -0.15
4. C -0.31
5. N -0.06
6. S 0.60
7. O -0.23
8. O -0.23
9. O -0.18
10. C -0.31
11. C -0.13
12. C -0.21
13. C -0.27
14. C -0.11
15. C -0.29
16. O 0.00
17. H 0.05
18. H 0.06
19. H 0.10
20. H 0.13
21. H 0.12
22. H 0.16
23. H 0.13
24. H 0.14
25. H 0.13
26. H 0.12
27. H 0.11
28. H 0.12
29. H 0.10
30. H 0.11
31. H 0.07
32. H 0.07
33. H 0.07
34. H 0.16
35. H 0.10

---

# 3
This record from OMol25 describes C7H15BrNO5P as an isolated structure. The level of theory is ωB97M-V/def2-TZVPD.

Summary:
E: -98562.8277 eV
spin multiplicity: 1

Structure (XYZ):
```
30
Properties=species:S:1:pos:R:3:forces:R:3
C 2.9987 0.5864 0.6123 -0.4 -0.4 -0.3
C 2.2879 -0.7025 0.9660 0.5 -0.1 0.6
O 2.5969 -1.3677 1.9399 -0.5 0.5 -0.5
N 1.2138 -1.0363 0.1203 0.0 -0.5 0.5
C 1.6344 -1.3481 -1.2379 0.3 0.8 -0.1
C 0.3198 -2.0238 0.7131 -0.2 -0.5 -0.1
C -1.0065 -2.1737 -0.0203 -0.2 0.1 0.5
C -2.0139 -1.0433 0.2331 -0.3 -0.1 -0.6
C -1.3770 0.3202 0.2020 0.1 -0.5 -0.3
O -2.4024 1.3514 0.1882 -0.1 0.0 0.3
P -1.8484 2.7284 -0.3104 0.7 0.4 0.5
O -0.4637 3.0494 0.0488 0.0 0.0 0.0
O -2.0296 2.6748 -1.8847 -0.3 0.0 -0.1
O -2.9387 3.7797 0.2367 0.1 -0.1 0.0
Br -2.2490 5.2864 1.0243 -0.3 -0.2 -0.1
H 2.2683 1.2670 0.1868 0.0 0.3 -0.1
H 3.4543 1.0102 1.4944 0.1 0.0 0.2
H 3.7582 0.3773 -0.1351 0.2 0.1 -0.1
H 2.2156 -0.5120 -1.6171 0.1 0.1 -0.1
H 0.7873 -1.4362 -1.9033 -0.2 -0.2 0.0
H 2.2726 -2.2322 -1.2968 -0.1 -0.3 0.0
H 0.0970 -1.7330 1.7354 0.1 0.2 0.2
H 0.7896 -3.0067 0.7971 0.2 -0.1 -0.1
H -0.8914 -2.3459 -1.0849 0.2 0.1 -0.2
H -1.4585 -3.0838 0.3650 -0.1 -0.2 0.0
H -2.5871 -1.2296 1.1367 0.1 0.2 0.3
H -2.7401 -1.0714 -0.5788 -0.2 0.0 0.0
H -0.6800 0.4645 1.0157 -0.1 0.4 0.3
H -0.7864 0.3900 -0.7075 0.1 0.2 -0.2
H -1.2217 3.0603 -2.2390 0.1 0.1 -0.4
```
Positions in Å, forces in eV/Å.

In elementary charge units, the Löwdin charges are:
1. C 0.01
2. C -0.48
3. O 0.08
4. N -0.14
5. C -0.05
6. C -0.19
7. C -0.17
8. C -0.16
9. C -0.22
10. O -0.15
11. P 0.22
12. O -0.29
13. O -0.08
14. O -0.71
15. Br 0.81
16. H 0.08
17. H 0.08
18. H 0.08
19. H 0.08
20. H 0.08
21. H 0.10
22. H 0.13
23. H 0.12
24. H 0.10
25. H 0.11
26. H 0.12
27. H 0.12
28. H 0.12
29. H 0.11
30. H 0.09